{"formula": "C5H9N3S", "method": "ωB97M-V/def2-TZVPD", "relative_energy_kj_mol": 263.6, "homo_ev": -8.315, "total_energy_ev": -20633.0596, "multiplicity": 1, "largest_force_ha_per_bohr": 0.09948, "symbols": ["C", "C", "C", "C", "C", "N", "N", "N", "S", "H", "H", "H", "H", "H", "H", "H", "H", "H"], "xyz": [[-2.254, 0.561, 1.508], [-2.018, 1.611, 0.577], [-2.002, -0.579, 0.840], [2.534, 0.881, -0.173], [1.847, -0.223, -0.807], [-1.558, 1.140, -0.538], [0.740, -2.472, -1.130], [-1.581, -0.189, -0.380], [1.701, -1.707, -0.147], [-2.563, 0.566, 2.565], [-2.141, 2.708, 0.766], [3.182, 1.460, -1.029], [1.994, 1.701, 0.275], [3.382, 0.509, 0.547], [1.639, -0.158, -1.881], [-2.138, -1.685, 1.191], [0.597, -3.388, -0.960], [-1.361, -0.736, -1.224]], "mulliken_charge": [-0.364, -0.272, -0.166, -0.842, -0.079, -0.800, -0.617, 0.308, 0.177, 0.330, 0.370, 0.233, 0.260, 0.268, 0.371, 0.317, 0.227, 0.279]}